1.
{"formula": "C8H14FO5S", "method": "wB97M-V/def2-TZVPD", "elements": ["O", "S", "C", "H", "H", "H", "H", "O", "H", "C", "F", "H", "O", "C", "C", "H", "H", "O", "H", "O", "H", "H", "H", "C", "C", "H", "H", "C", "C"], "xyz": [[2.528, -2.352, 1.932], [-1.373, 0.137, -2.108], [3.286, -1.196, -0.064], [2.416, -1.460, -0.792], [-0.668, 0.977, -0.076], [-2.136, 2.786, 0.117], [-3.566, 0.313, -2.636], [1.028, -1.110, 2.767], [-3.341, 0.647, 0.347], [1.786, -0.195, 1.963], [2.200, 2.120, 0.088], [1.245, 0.021, 1.170], [1.006, -3.194, 3.392], [-2.391, 2.102, -0.754], [-1.073, 1.306, -1.002], [3.994, -0.204, -0.251], [-0.182, 1.875, -1.440], [-1.148, 0.576, -3.418], [-3.571, -1.046, -1.710], [-0.804, -1.141, -1.711], [-4.549, 1.130, -0.567], [2.338, 0.401, 2.676], [3.658, -0.795, 2.139], [-3.375, 0.943, -0.617], [2.942, -1.114, 1.491], [-2.656, 2.742, -1.491], [4.112, -2.011, -0.385], [-3.179, 0.008, -1.775], [1.465, -2.268, 2.707]], "charge": -1, "homo_ev": -4.51, "spin_multiplicity": 1, "max_force_ev_per_a": 6.2, "energy_ha": -1187.39070}



2.
{"formula": "C8H14N", "method": "wB97M-V/def2-TZVPD", "elements": ["C", "H", "C", "H", "C", "H", "H", "H", "C", "H", "H", "C", "C", "H", "H", "H", "C", "H", "C", "N", "H", "H", "H"], "xyz": [[0.421, 0.632, 1.213], [1.489, -1.170, 1.730], [-0.917, -0.507, -0.631], [0.140, -1.661, -1.926], [-0.893, -0.022, 0.956], [2.505, 0.236, 1.284], [-1.927, 0.383, 2.706], [0.175, -2.212, -0.163], [-1.981, -0.148, 1.722], [-2.858, -0.637, 1.518], [-0.486, 1.560, -1.059], [1.629, -0.361, 0.920], [-0.963, 0.677, -1.612], [-0.249, 2.556, 1.323], [1.533, 0.375, -1.088], [1.501, 2.470, 1.682], [1.550, -0.667, -0.556], [-0.269, 0.503, -2.411], [0.630, 1.921, 1.422], [0.278, -1.361, -0.877], [-1.928, 0.999, -1.897], [2.404, -1.355, -0.918], [-1.785, -1.165, -0.934]], "charge": 1, "homo_ev": -13.38, "smiles": "C=C1CC[NH2+][C@H](C)C1=C", "spin_multiplicity": 1, "max_force_ev_per_a": 4.3, "energy_ha": -367.64737}



3.
{"formula": "C8H14N2", "method": "wB97M-V/def2-TZVPD", "elements": ["H", "H", "H", "H", "C", "H", "H", "C", "C", "H", "N", "H", "H", "H", "C", "C", "H", "C", "H", "H", "H", "C", "C", "N"], "xyz": [[-2.356, 1.014, 0.644], [2.116, -1.439, 0.889], [-1.447, 2.137, 1.517], [2.305, 0.304, 1.031], [-0.633, 1.644, -0.214], [-2.576, 2.672, 0.065], [-0.332, -2.664, 1.358], [-0.377, -1.678, 1.531], [-1.519, -1.206, -0.560], [0.215, -0.093, -2.343], [0.098, 0.576, 0.343], [3.193, -0.684, -0.313], [-1.021, 1.620, -1.195], [0.122, 2.594, -0.234], [0.950, -0.403, -0.385], [2.256, -0.598, 0.335], [1.771, 0.684, -2.122], [-1.853, 1.908, 0.597], [1.730, -0.981, -2.460], [-1.375, -1.644, 2.171], [0.369, -1.318, 2.162], [1.103, -0.149, -1.882], [-0.331, -0.816, 0.300], [-2.409, -1.479, -1.235]], "homo_ev": -9.34, "smiles": "CCN1C(C)(C)[C@]1(C)C#N", "spin_multiplicity": 1, "max_force_ev_per_a": 5.0, "energy_ha": -422.61950}



4.
{"formula": "C8H14N2O2", "method": "wB97M-V/def2-TZVPD", "elements": ["H", "O", "H", "H", "H", "H", "C", "H", "H", "H", "C", "N", "N", "C", "H", "H", "O", "H", "C", "C", "C", "C", "H", "H", "H", "C"], "xyz": [[1.902, -0.030, -2.376], [-1.162, -0.799, 0.749], [-0.466, 1.288, -2.417], [1.968, 0.107, 1.559], [1.035, -1.395, -2.548], [-2.189, -0.424, 3.093], [-0.526, 1.134, -0.405], [0.131, -2.644, -0.133], [-1.613, 2.607, -1.547], [2.578, -1.432, -1.789], [-1.877, 0.283, 1.090], [-1.594, 1.393, 0.563], [-0.291, -0.264, -0.457], [1.026, -2.033, 0.231], [0.151, 2.729, -1.466], [0.837, -2.100, 1.259], [0.926, 1.571, 0.497], [2.726, 0.652, 0.135], [-0.612, 1.987, -1.603], [-2.765, 0.170, 2.318], [1.042, -0.704, -0.423], [1.725, 0.483, 0.520], [1.959, -2.670, 0.180], [-3.707, -0.277, 2.087], [-2.870, 1.235, 2.659], [1.663, -0.867, -1.773]], "homo_ev": -9.04, "smiles": "CC1=N[C@@]2(C)OCC(C)(C)N2O1", "spin_multiplicity": 1, "max_force_ev_per_a": 4.4, "energy_ha": -573.08950}



5.
{"formula": "C8H14N2S", "method": "wB97M-V/def2-TZVPD", "elements": ["C", "H", "C", "H", "H", "H", "H", "C", "C", "H", "S", "H", "H", "N", "C", "N", "H", "H", "C", "H", "H", "C", "C", "H", "H"], "xyz": [[-2.168, 2.713, -0.409], [2.157, -1.436, -1.435], [0.968, -1.774, 1.588], [0.547, -1.192, 2.297], [-1.500, 3.076, -1.252], [0.184, 2.590, 0.711], [2.029, -2.127, 1.769], [0.479, 1.822, 0.033], [1.214, -1.835, -0.984], [0.375, -2.625, 1.486], [-3.205, 0.148, 0.041], [0.407, -1.717, -1.715], [0.517, 2.183, -0.996], [-2.488, -2.401, 1.028], [-0.599, 0.786, 0.075], [-0.437, -0.523, 0.078], [-2.269, -3.225, 0.353], [1.627, -0.281, 0.501], [0.924, -1.019, 0.271], [-3.220, 2.660, -0.801], [1.449, -2.889, -0.815], [-1.867, 1.298, 0.030], [-2.607, -1.282, 0.608], [1.384, 1.366, 0.304], [-2.065, 3.307, 0.591]], "homo_ev": [-6.57, -6.58], "spin_multiplicity": 1, "max_force_ev_per_a": 4.3, "energy_ha": -820.75859}



6.
{"formula": "C8H14N3O", "method": "wB97M-V/def2-TZVPD", "elements": ["H", "H", "N", "H", "H", "H", "C", "C", "H", "H", "C", "N", "C", "C", "C", "C", "O", "H", "H", "N", "C", "H", "H", "H", "H", "H"], "xyz": [[0.475, 1.404, 3.331], [-0.145, -0.421, 3.751], [0.569, 1.102, 1.265], [2.009, 1.919, 2.497], [-0.994, 0.658, -3.603], [0.681, 2.988, 2.536], [-1.756, -2.312, -1.371], [0.154, 0.705, -1.872], [0.825, 0.425, -4.024], [-2.564, -1.590, -1.147], [-0.155, -0.492, -1.473], [-0.413, -1.730, -1.604], [0.503, 1.862, -1.017], [0.350, -1.166, 3.319], [0.021, 0.987, -3.392], [0.938, 1.846, 2.470], [0.074, -1.111, 1.811], [0.438, -2.368, -1.640], [0.180, 2.014, -3.607], [0.631, 1.950, 0.220], [0.215, -0.128, 1.041], [-1.771, -3.143, -0.600], [0.504, 2.767, -1.664], [-2.018, -2.870, -2.252], [1.417, -1.120, 3.481], [-0.169, -2.176, 3.546]], "charge": 1, "homo_ev": -12.09, "spin_multiplicity": 1, "max_force_ev_per_a": 5.3, "energy_ha": -552.27571}